{
  "formula": "C4H6N2OS",
  "method": "wB97M-V/def2-TZVPD",
  "total_energy_ha": -738.83800,
  "relative_energy_kj_mol": 437.6,
  "smiles": "S/N=C1\\NC=CCO1",
  "homo_ev": -8.195,
  "homo_lumo_gap_ev": 8.77,
  "lumo_energy_ev": 0.58,
  "largest_force_ev_per_a": 3.94,
  "symbols": ["C", "C", "C", "C", "H", "H", "H", "H", "H", "H", "N", "N", "O", "S"],
  "positions_angstrom": [[-0.863, -0.422, -0.396], [0.840, 1.389, -0.140], [1.782, 0.486, 0.305], [1.522, -1.058, 0.295], [-4.184, -0.931, 0.108], [-1.204, 1.696, -0.693], [1.119, 2.496, -0.257], [2.860, 0.640, 0.641], [2.247, -1.490, -0.546], [1.765, -1.499, 1.287], [-2.053, -0.887, -0.306], [-0.484, 0.921, -0.299], [0.105, -1.509, -0.264], [-3.453, 0.168, 0.264]]
}

=====

{
  "formula": "C9H10NO2",
  "method": "wB97M-V/def2-TZVPD",
  "total_energy_ha": -553.89755,
  "relative_energy_kj_mol": 24.3,
  "smiles": "C[N+]1=C(O)c2ccccc2[C@H]1O",
  "homo_ev": [-13.282, -13.281],
  "total_charge": 1,
  "homo_lumo_gap_ev": [8.04, 8.04],
  "lumo_energy_ev": [-5.24, -5.24],
  "largest_force_ev_per_a": 7.58,
  "symbols": ["C", "C", "C", "C", "C", "C", "C", "C", "C", "N", "O", "O", "H", "H", "H", "H", "H", "H", "H", "H", "H", "H"],
  "positions_angstrom": [[1.942, -0.067, 2.357], [1.316, -1.311, 2.382], [1.665, 0.845, 1.360], [0.409, -1.682, 1.393], [0.736, 0.492, 0.368], [0.120, -0.784, 0.391], [0.244, 1.271, -0.688], [-0.844, -0.979, -0.757], [-1.694, 0.709, -2.504], [-0.794, 0.251, -1.505], [0.405, 2.430, -1.195], [-2.124, -1.373, -0.407], [2.649, 0.188, 3.131], [1.537, -2.001, 3.182], [2.159, 1.805, 1.345], [-0.068, -2.650, 1.415], [-0.471, -1.792, -1.406], [-2.627, 1.094, -2.077], [-1.933, -0.134, -3.154], [-1.219, 1.496, -3.087], [1.107, 2.974, -0.799], [-2.515, -0.784, 0.253]]
}

=====

{
  "formula": "C2H2N2O",
  "method": "wB97M-V/def2-TZVPD",
  "total_energy_ha": -262.01249,
  "relative_energy_kj_mol": 397.6,
  "homo_ev": [-9.122, -9.122],
  "homo_lumo_gap_ev": [8.87, 8.87],
  "lumo_energy_ev": [-0.26, -0.26],
  "largest_force_ev_per_a": 3.29,
  "symbols": ["C", "C", "N", "N", "O", "H", "H"],
  "positions_angstrom": [[1.374, -0.360, 0.377], [1.248, -1.639, 0.412], [-0.795, -0.308, -0.888], [-0.483, 0.233, 0.114], [1.092, -2.775, 0.273], [2.022, 0.292, 1.014], [-1.713, -0.037, -1.292]]
}

=====

{
  "formula": "C6H7N",
  "method": "wB97M-V/def2-TZVPD",
  "total_energy_ha": -287.39695,
  "relative_energy_kj_mol": 499.6,
  "homo_ev": -8.034,
  "homo_lumo_gap_ev": 9.03,
  "lumo_energy_ev": 1.00,
  "largest_force_ev_per_a": 2.35,
  "symbols": ["C", "N", "C", "C", "C", "C", "C", "H", "H", "H", "H", "H", "H", "H"],
  "positions_angstrom": [[0.514, -0.057, -1.515], [-0.441, 0.734, -1.950], [0.648, -0.181, -0.034], [-0.299, 0.521, 0.882], [0.088, 1.369, 1.822], [0.335, -1.632, -0.234], [0.033, -2.789, -0.055], [-0.592, 0.826, -2.944], [-1.030, 1.320, -1.361], [1.698, -0.097, 0.259], [-1.352, 0.296, 0.748], [1.129, 1.626, 1.962], [-0.619, 1.896, 2.443], [-0.113, -3.832, -0.024]]
}

=====

{
  "formula": "C4H13N3",
  "method": "wB97M-V/def2-TZVPD",
  "total_energy_ha": -324.17378,
  "relative_energy_kj_mol": 362.4,
  "multiplicity": 3,
  "homo_ev": [-3.704, -8.310],
  "homo_lumo_gap_ev": [4.73, 7.32],
  "lumo_energy_ev": [1.02, -0.99],
  "largest_force_ev_per_a": 6.98,
  "symbols": ["C", "C", "C", "C", "N", "N", "N", "H", "H", "H", "H", "H", "H", "H", "H", "H", "H", "H", "H", "H"],
  "positions_angstrom": [[2.563, 0.667, 0.612], [-1.805, -1.037, -0.108], [-1.565, 1.176, 1.044], [1.474, -0.327, 0.367], [0.265, 0.031, -1.613], [-1.021, -0.139, 0.625], [0.339, 0.334, -0.258], [2.397, 1.258, 1.577], [3.521, 0.247, 0.843], [2.771, 1.432, -0.187], [-1.190, -2.003, -0.156], [-2.869, -1.145, 0.320], [-2.158, -0.637, -1.144], [-1.009, 1.466, 1.953], [-1.414, 1.918, 0.246], [-2.660, 1.066, 1.378], [1.710, -1.136, -0.322], [1.104, -0.819, 1.225], [-0.514, 0.483, -2.076], [0.302, -0.963, -1.795]]
}

=====

{
  "formula": "C4H6O2",
  "method": "wB97M-V/def2-TZVPD",
  "total_energy_ha": -306.29448,
  "relative_energy_kj_mol": 556.1,
  "smiles": "OC1=CO1.C=C",
  "homo_ev": -8.076,
  "homo_lumo_gap_ev": 8.56,
  "lumo_energy_ev": 0.49,
  "largest_force_ev_per_a": 0.95,
  "symbols": ["O", "C", "C", "C", "C", "O", "H", "H", "H", "H", "H", "H"],
  "positions_angstrom": [[0.549, 2.072, -0.696], [1.344, 1.028, -0.594], [-1.291, -1.437, 0.157], [-1.690, -0.389, 0.869], [1.856, 0.031, -0.001], [2.795, 0.757, -0.887], [0.412, 2.326, -1.621], [-1.694, -2.434, 0.322], [-0.539, -1.343, -0.623], [-2.440, -0.479, 1.650], [-1.289, 0.609, 0.699], [1.987, -0.741, 0.723]]
}

=====

{
  "formula": "C3H5BrO",
  "method": "wB97M-V/def2-TZVPD",
  "total_energy_ha": -2766.47151,
  "relative_energy_kj_mol": 169.5,
  "homo_ev": -9.855,
  "homo_lumo_gap_ev": 10.25,
  "lumo_energy_ev": 0.39,
  "largest_force_ev_per_a": 4.75,
  "symbols": ["C", "C", "C", "O", "Br", "H", "H", "H", "H", "H"],
  "positions_angstrom": [[0.711, -1.404, -0.300], [0.633, -0.134, 0.071], [-0.606, 0.648, 0.403], [-0.603, 1.925, -0.175], [-2.256, -0.445, 0.038], [1.680, -1.849, -0.355], [0.013, -1.998, -0.802], [1.470, 0.435, 0.361], [-0.883, 1.010, 1.796], [-0.159, 1.812, -1.037]]
}